This record from the Open Molecules 2025 dataset describes the ion C3H8N2OS with charge +1 at a distorted geometry. The level of theory is ωB97M-V with the def2-TZVPD basis set.

- Total charge: +1
- <S²>: 0.7575
- E: -19093.94068 eV
- Kohn-Sham gap (alpha / beta): 10.51 / 4.81 eV
- Spin multiplicity: 2

Last column: Mulliken spin population.
Positions of all 15 atoms, in Å:
N (0.285, 1.489, -0.394)  0.20
C (0.327, 0.256, 0.362)  0.08
C (-0.921, -0.375, 0.998)  0.02
S (-1.821, 0.748, 1.990)  0.11
C (0.746, -0.871, -0.649)  0.01
N (1.383, -0.546, -1.862)  0.05
O (0.389, -2.025, -0.397)  0.45
H (-0.736, 1.756, -0.114)  0.00
H (-2.965, 0.221, 1.828)  0.00
H (1.058, 2.177, -0.082)  0.01
H (1.223, 0.275, 1.010)  0.01
H (-0.502, -1.315, 1.514)  0.05
H (-1.516, -0.909, 0.217)  0.00
H (1.703, 0.418, -1.931)  0.00
H (1.346, -1.300, -2.491)  0.00